# 1
C26H22AuCl2NO4Sb | ωB97M-V/def2-TZVPD

Cartesian coordinates (Å):
Au: 0.165 -1.849 1.556
O: 3.462 0.301 3.683
C: 2.417 0.195 2.893
O: 2.471 0.020 1.692
C: 1.119 0.282 3.664
C: 1.062 0.870 4.920
C: -0.177 1.034 5.519
C: -1.317 0.632 4.834
C: -1.178 0.027 3.595
N: 0.024 -0.163 3.039
C: -2.336 -0.408 2.715
O: -3.560 -0.365 3.190
O: -2.141 -0.750 1.571
H: 4.284 0.232 3.169
H: 1.969 1.203 5.404
H: -0.259 1.487 6.497
H: -2.285 0.806 5.283
H: -3.623 -0.138 4.126
Cl: -1.510 -4.163 2.362
C: -0.096 -5.130 1.998
Cl: 1.100 -4.136 1.069
H: -0.372 -5.963 1.361
H: 0.393 -5.439 2.914
C: 1.667 4.408 -2.869
C: 1.112 4.495 -1.570
C: 0.674 3.360 -0.943
C: 0.844 2.105 -1.579
C: 1.361 2.030 -2.905
C: 1.796 3.169 -3.526
Sb: 0.155 0.294 -0.675
C: -1.720 0.625 -1.554
C: -2.593 1.539 -0.937
C: -3.806 1.824 -1.528
C: -4.146 1.217 -2.735
C: -3.273 0.324 -3.358
C: -2.056 0.026 -2.778
C: 1.111 -1.281 -1.629
C: 0.362 -2.392 -2.029
C: 1.003 -3.433 -2.681
C: 2.374 -3.374 -2.904
C: 3.119 -2.281 -2.472
C: 2.495 -1.232 -1.818
H: 1.979 5.314 -3.373
H: 1.035 5.461 -1.091
H: 0.237 3.419 0.045
H: 1.428 1.072 -3.406
H: 2.220 3.133 -4.521
H: -2.335 2.000 0.009
H: -4.495 2.513 -1.059
H: -5.098 1.442 -3.198
H: -3.552 -0.134 -4.298
H: -1.378 -0.660 -3.269
H: -0.708 -2.443 -1.857
H: 0.437 -4.291 -3.018
H: 2.869 -4.188 -3.417
H: 4.186 -2.252 -2.645
H: 3.082 -0.393 -1.464

Forces on the atoms, in the same order (eV/Å):
Au 0.401 0.159 0.068
O -0.029 0.114 0.083
C 0.023 -0.523 -0.297
O -0.221 0.172 0.258
C -0.073 0.100 -0.108
C -0.028 0.039 -0.041
C 0.009 -0.016 -0.032
C 0.006 0.023 0.011
C 0.071 -0.058 -0.006
N 0.126 -0.044 -0.002
C -0.027 0.057 0.103
O 0.027 -0.013 -0.052
O -0.061 -0.025 -0.088
H 0.038 0.032 -0.008
H 0.001 -0.012 -0.001
H -0.003 0.006 0.010
H -0.011 -0.001 -0.013
H -0.025 0.004 0.074
Cl -0.153 -0.123 0.050
C -0.027 -0.040 0.024
Cl -0.087 0.283 -0.046
H 0.031 0.001 0.008
H 0.007 -0.010 -0.026
C 0.026 0.065 -0.034
C -0.065 -0.034 0.145
C -0.027 0.067 0.048
C 0.127 0.150 -0.056
C 0.023 -0.013 -0.096
C 0.001 -0.167 -0.052
Sb -0.173 -0.182 0.152
C -0.164 0.099 -0.045
C 0.076 -0.043 0.052
C -0.005 0.012 0.010
C -0.001 -0.042 -0.046
C -0.067 0.035 -0.009
C 0.126 -0.028 0.030
C 0.103 -0.031 -0.097
C -0.085 -0.030 -0.012
C -0.018 0.005 0.001
C -0.001 -0.021 -0.019
C 0.011 0.028 0.005
C 0.053 -0.025 0.027
H -0.006 0.006 -0.003
H -0.009 -0.006 0.025
H 0.011 0.019 -0.003
H 0.021 0.012 -0.023
H 0.004 -0.028 0.000
H -0.005 0.009 -0.004
H 0.011 0.005 0.019
H 0.007 0.007 -0.002
H 0.021 -0.016 -0.001
H -0.014 0.007 -0.019
H 0.021 -0.015 0.022
H -0.017 0.012 -0.002
H 0.001 -0.008 0.010
H 0.010 0.014 0.004
H 0.007 0.013 0.009

## Properties
Orbital gap (spin up / spin down) in eV: 8.43 / 4.50
Multiplicity: 3
Charge: +3
Lowest unoccupied orbital energy (spin up / spin down) in eV: -8.8 / -12.7

=====

# 2
C16H24N2OS | ωB97M-V/def2-TZVPD

Cartesian coordinates (Å):
C: 5.106 -3.323 0.311
H: 5.187 -3.570 -0.815
O: 5.043 -2.004 0.477
C: 5.109 -1.581 1.748
C: 3.745 -1.726 2.155
N: 2.973 -0.823 1.422
C: 1.725 -0.578 1.680
N: 0.781 -0.179 0.799
C: -0.628 -0.089 0.957
C: -1.295 -0.051 -0.498
H: -0.984 -1.005 -0.719
C: -0.886 1.012 -1.200
C: 0.497 1.620 -1.051
C: 1.331 0.619 -0.284
H: 2.332 0.898 -0.131
H: 1.650 -0.047 -1.137
H: 1.005 2.304 -1.820
H: 0.398 2.482 -0.052
H: -0.990 0.796 -2.310
C: -1.929 2.360 -1.132
C: -3.251 1.743 -1.829
C: -4.257 1.594 -0.853
C: -5.580 1.123 -1.474
C: -5.595 1.142 -2.854
C: -4.737 1.106 -3.682
C: -3.491 1.782 -3.219
H: -2.498 2.060 -4.003
H: -4.804 1.264 -4.729
H: -6.487 0.765 -3.383
H: -6.372 0.904 -0.987
H: -4.342 1.510 0.132
H: -1.579 3.018 -1.783
H: -2.151 2.561 -0.139
H: -2.291 -0.139 -0.443
H: -0.864 0.948 1.403
H: -1.076 -0.785 1.738
S: 0.827 -1.444 3.081
H: 3.263 -0.608 0.593
H: 3.364 -2.639 2.517
H: 3.755 -1.115 3.534
H: 5.818 -1.986 2.391
H: 5.651 -0.378 1.961
H: 4.245 -3.796 0.588
H: 5.992 -3.915 0.820

Forces on the atoms, in the same order (eV/Å):
C 3.505 -3.770 -2.745
H 0.104 0.579 1.626
O 2.289 2.344 -2.969
C 1.779 4.311 1.704
C -0.074 4.445 7.855
N -2.256 -0.769 4.123
C -6.690 -4.162 3.754
N 2.743 1.947 -1.187
C -3.097 2.662 1.607
C 2.165 -4.278 6.867
H 0.923 -2.256 -2.093
C 0.627 8.645 -7.380
C 0.075 3.230 5.769
C 1.321 -2.147 -4.378
H 1.083 1.492 1.297
H -0.640 -0.708 0.389
H -0.877 -1.816 0.771
H -0.149 -1.735 -2.851
H 0.134 0.041 0.906
C -1.793 -7.938 -1.506
C 1.343 3.692 1.956
C -5.574 -3.240 -7.606
C 9.346 3.834 -1.414
C -12.717 -3.570 6.996
C 14.433 5.322 -7.707
C 2.548 -2.233 -0.834
H -3.207 -0.863 2.452
H -0.776 -0.956 -0.994
H -0.926 0.385 1.103
H -5.193 -1.279 3.548
H 1.076 0.279 4.197
H 1.856 3.384 -2.031
H -0.072 1.028 1.703
H -3.796 -0.113 0.526
H 0.315 -1.229 -0.220
H 0.971 0.480 -1.617
S 2.443 1.359 -1.152
H 2.523 1.438 -6.029
H -0.757 -1.192 -0.596
H -0.084 -1.715 -3.578
H 1.164 -2.064 0.846
H -2.240 -2.963 -1.525
H -2.496 -1.405 1.133
H -1.352 1.507 -0.717

## Properties
Orbital gap in eV: 7.84
Charge: 0
Lowest unoccupied orbital energy in eV: 0.5

=====

# 3
C43H63AsGeN6O4STi | ωB97M-V/def2-TZVPD

Cartesian coordinates (Å):
Ti: 0.832 0.230 -0.207
C: -0.026 6.611 -2.984
C: -0.151 5.286 -2.283
C: -0.601 5.243 -0.950
C: -0.728 4.068 -0.238
C: -1.382 3.923 1.158
N: -1.700 4.861 2.230
C: -2.563 4.220 3.291
C: -2.148 3.070 4.369
C: -3.032 1.756 4.286
N: -2.568 0.406 4.814
C: -2.299 -0.868 4.450
C: -1.953 -1.844 3.412
C: -2.030 -3.164 3.998
C: -1.659 -4.343 3.420
C: -1.805 -5.663 4.130
C: -1.080 -4.294 2.132
C: -0.944 -3.116 1.453
C: -0.292 -3.131 0.124
N: -0.017 -2.172 -0.681
C: 0.712 -2.531 -1.904
C: 0.032 -2.087 -3.193
C: -0.576 -0.685 -3.199
N: 0.087 0.394 -2.438
C: -0.003 1.567 -2.961
C: 0.028 2.874 -2.267
C: 0.111 4.099 -2.940
C: -0.320 2.864 -0.920
O: -0.265 1.635 -0.378
C: -1.454 -1.863 1.990
O: -1.398 -0.942 1.169
H: -0.968 7.159 -2.947
H: 0.252 6.482 -4.027
H: 0.732 7.233 -2.506
H: -0.882 6.170 -0.464
H: -2.350 3.482 0.975
H: -0.906 5.363 2.608
H: -3.440 3.853 2.750
H: -2.908 5.063 3.883
H: -2.327 3.517 5.347
H: -1.093 2.826 4.334
H: -3.373 1.646 3.276
H: -3.927 1.932 4.883
H: -2.660 0.428 5.820
H: -2.351 -1.428 5.378
H: -2.434 -3.238 5.002
H: -2.370 -5.556 5.054
H: -0.831 -6.086 4.379
H: -2.324 -6.388 3.503
H: -0.728 -5.217 1.680
H: 0.000 -4.146 -0.177
H: 0.914 -3.608 -1.959
H: 1.682 -2.034 -1.850
H: -0.788 -2.765 -3.436
H: 0.770 -2.190 -3.991
H: -1.568 -0.758 -2.750
H: -0.727 -0.362 -4.234
H: -0.303 1.634 -4.010
H: 0.383 4.114 -3.990
C: -3.314 0.560 -0.933
C: -3.085 1.701 0.055
N: -2.673 1.232 1.415
C: -3.672 0.230 1.864
C: -5.080 0.821 1.944
C: -1.450 1.348 1.973
S: -0.388 2.682 1.948
N: -0.895 0.586 2.925
C: 0.345 0.219 2.913
O: 1.064 0.045 1.853
C: 1.058 0.060 4.223
C: 1.030 -1.085 5.010
C: 1.718 -1.114 6.217
C: 2.436 -0.006 6.643
C: 2.475 1.135 5.854
C: 1.792 1.167 4.647
H: -3.344 0.994 -1.934
H: -4.256 0.039 -0.781
H: -2.499 -0.159 -0.877
H: -3.993 2.294 0.167
H: -2.337 2.332 -0.386
H: -3.390 -0.157 2.828
H: -3.658 -0.612 1.184
H: -5.089 1.835 2.347
H: -5.684 0.198 2.602
H: -5.576 0.844 0.975
H: 0.492 -1.963 4.682
H: 1.694 -2.009 6.824
H: 2.966 -0.032 7.585
H: 3.038 2.001 6.176
H: 1.819 2.060 4.033
C: 5.134 0.259 -1.399
Ge: 3.695 1.542 -1.746
C: 3.050 1.011 -3.520
C: 4.489 3.315 -1.943
C: 2.373 1.660 -0.265
H: 5.549 0.325 -0.394
H: 5.944 0.467 -2.099
H: 4.782 -0.756 -1.584
H: 3.934 0.919 -4.151
H: 2.399 1.761 -3.969
H: 2.534 0.051 -3.515
H: 5.218 3.296 -2.753
H: 4.997 3.629 -1.031
H: 3.728 4.058 -2.184
H: 1.986 2.680 -0.252
H: 2.948 1.513 0.653
C: 4.624 -2.736 0.438
As: 3.288 -1.566 1.161
C: 2.344 -2.773 2.312
C: 4.220 -0.286 2.234
O: 2.361 -0.980 -0.131
H: 4.978 -3.364 1.255
H: 5.458 -2.185 0.012
H: 4.168 -3.361 -0.329
H: 2.974 -2.925 3.189
H: 2.221 -3.716 1.781
H: 1.377 -2.387 2.610
H: 4.863 -0.871 2.893
H: 3.519 0.301 2.819
H: 4.829 0.354 1.602

Forces on the atoms, in the same order (eV/Å):
Ti 0.245 -0.594 0.104
C -0.002 -0.023 0.025
C -0.012 0.032 0.012
C -0.020 -0.007 -0.046
C -0.058 0.046 -0.003
C 0.193 -0.164 0.034
N -0.150 -0.055 -0.180
C 0.020 0.013 0.010
C 0.005 -0.075 -0.078
C 0.112 0.268 -0.055
N 0.044 0.130 0.129
C 0.197 -0.218 0.073
C 0.052 -0.101 0.156
C 0.004 -0.037 -0.003
C 0.013 -0.020 0.040
C 0.032 0.031 -0.047
C 0.027 0.010 0.028
C 0.097 -0.036 -0.024
C -0.236 0.039 0.080
N 0.352 0.035 0.044
C 0.042 -0.011 -0.029
C 0.063 0.072 0.047
C -0.013 -0.084 -0.030
N 0.358 -0.123 0.219
C -0.117 0.165 0.092
C -0.008 -0.181 -0.081
C -0.011 -0.048 -0.071
C 0.040 0.136 0.171
O -0.672 0.864 0.333
C -0.081 -0.212 -0.072
O -0.311 0.381 -0.123
H -0.006 0.014 -0.006
H 0.001 0.004 -0.009
H 0.011 0.004 0.005
H -0.014 0.021 0.000
H -0.028 -0.053 -0.019
H 0.032 -0.071 0.041
H -0.040 0.018 0.000
H -0.015 0.008 0.013
H 0.007 0.005 0.011
H 0.030 -0.011 0.013
H 0.099 0.160 0.449
H 0.005 0.009 0.018
H -0.105 -0.020 -0.021
H 0.003 -0.010 0.006
H 0.015 0.001 0.017
H -0.006 0.005 0.017
H 0.004 -0.017 0.009
H -0.025 -0.006 0.005
H -0.013 -0.011 -0.015
H -0.059 -0.007 -0.021
H -0.065 0.007 0.023
H -0.031 -0.086 0.008
H 0.020 -0.018 -0.035
H -0.010 0.025 -0.007
H -0.010 0.031 0.015
H 0.009 -0.006 0.025
H 0.026 0.018 0.010
H -0.019 0.008 -0.013
C 0.043 0.022 0.053
C 0.035 0.015 0.014
N 0.050 -0.161 -0.301
C -0.019 -0.049 -0.031
C -0.016 0.003 -0.081
C 0.084 0.082 0.070
S 0.043 0.180 0.153
N 0.003 0.186 -0.104
C 0.099 0.062 0.084
O -0.345 0.198 -0.330
C -0.071 -0.056 0.051
C 0.053 0.029 -0.050
C 0.007 -0.013 -0.014
C 0.001 -0.006 -0.010
C 0.013 -0.009 -0.029
C -0.058 0.037 0.013
H 0.006 -0.009 -0.003
H -0.031 -0.023 0.025
H 0.013 -0.024 0.000
H 0.006 0.010 0.025
H -0.054 0.024 0.088
H -0.090 0.053 -0.409
H 0.010 -0.082 -0.075
H -0.045 -0.030 -0.017
H -0.022 -0.024 -0.007
H 0.003 0.010 -0.026
H -0.123 -0.045 -0.002
H -0.002 -0.003 0.008
H 0.006 -0.001 0.012
H -0.001 0.010 0.007
H 0.000 0.003 0.007
C -0.060 0.005 0.081
Ge 0.115 0.083 -0.142
C -0.058 0.012 0.062
C -0.068 0.012 0.061
C -0.186 -0.301 -0.394
H 0.034 0.002 0.000
H 0.010 0.000 -0.017
H 0.011 -0.004 -0.010
H 0.014 0.002 -0.014
H -0.007 -0.007 -0.019
H 0.010 -0.010 -0.015
H 0.017 0.016 -0.010
H 0.005 0.009 0.010
H -0.009 0.011 -0.001
H -0.012 -0.025 0.027
H -0.033 -0.073 0.003
C 0.007 0.084 -0.099
As 0.321 -0.457 -0.024
C -0.085 0.051 -0.079
C -0.125 0.103 -0.053
O 0.487 -0.177 0.175
H 0.017 -0.015 -0.015
H -0.016 0.020 0.005
H -0.003 0.005 0.016
H -0.017 -0.017 0.005
H 0.003 0.007 0.015
H -0.003 0.022 -0.022
H 0.010 0.022 0.011
H -0.003 -0.014 0.009
H 0.003 -0.002 0.015

## Properties
Orbital gap in eV: 7.08
Charge: +2
Lowest unoccupied orbital energy in eV: -5.3

=====

# 4
C10H10N2 | ωB97M-V/def2-TZVPD

Cartesian coordinates (Å):
C: -3.942 1.004 -0.252
C: -3.696 0.820 1.139
C: -3.123 -0.513 1.302
N: -3.012 -1.425 0.274
C: -3.358 -1.065 -0.978
C: -4.030 0.153 -1.247
H: -4.211 1.857 -0.531
H: -3.802 1.548 1.909
H: -2.676 -0.705 2.380
H: -3.001 -1.764 -1.663
H: -4.825 0.207 -2.267
C: 2.546 0.407 0.200
C: 2.713 -0.923 0.250
C: 4.037 -1.367 0.107
N: 5.159 -0.580 -0.088
C: 4.802 0.705 -0.229
C: 3.534 1.410 -0.080
H: 1.479 0.650 0.244
H: 2.038 -1.771 0.234
H: 4.076 -2.347 0.240
H: 5.757 1.227 -0.623
H: 3.536 2.471 -0.321

Forces on the atoms, in the same order (eV/Å):
C -0.021 -1.758 5.107
C 2.325 -4.512 -2.977
C -0.582 1.468 1.291
N 0.950 2.010 1.111
C -0.886 0.567 2.380
C -1.030 -4.717 -4.379
H -2.722 7.588 -1.713
H 0.144 0.422 0.189
H -1.125 -0.487 -2.434
H -0.208 -1.096 -1.527
H 3.172 0.516 2.951
C -2.716 3.999 -0.702
C 3.576 -1.852 -0.758
C 0.347 4.326 0.193
N -3.813 -1.020 0.301
C 2.106 2.466 -1.122
C 2.173 -4.820 0.017
H 0.270 0.770 0.140
H -0.812 0.845 0.434
H 1.422 -4.347 0.197
H -1.863 0.045 0.910
H -0.709 -0.414 0.392

## Properties
Orbital gap in eV: 10.17
Charge: 0
SMILES: c1ccncc1.c1ccncc1
Lowest unoccupied orbital energy in eV: 0.7